Below is a molecular structure, C5H11ClN2S at a distorted geometry, with properties calculated with ωB97M-V with the def2-TZVPD basis set.

Values from the calculation:
* HOMO-LUMO gap: 9.20 eV
* LUMO energy: 0.46 eV
* strongest force on any atom: 5.5 eV/A
* calculated total energy: -31696.626 eV
* HOMO energy: -0.32132 hartree
* multiplicity: 1

Geometry as XYZ:
```
20
C5H11ClN2S ωB97M-V with the def2-TZVPD basis set
C 0.9211 -1.5100 0.6604
C 2.0128 -0.6272 0.1904
C -0.8173 1.0361 -0.8651
C -1.1427 1.8939 0.2083
C -0.2931 2.8244 0.4766
H -0.3785 -2.8617 0.0063
H -0.1654 -1.7647 -1.0633
H 1.4919 -2.0649 1.4237
H 0.1622 -0.8770 1.1183
H 2.3956 -0.1591 1.1651
H 2.9053 -1.0970 -0.2753
H -2.9608 -1.7861 -0.8350
H -0.0074 1.3280 -1.4999
H -2.3842 1.7365 0.5374
H -0.6256 3.4655 1.3438
H 0.7930 2.8544 0.1288
N 0.3750 -2.3593 -0.3948
N -1.2950 -0.0776 -1.2688
S -2.5243 -0.7001 -0.1260
Cl 1.5372 0.7459 -0.9307
```